(1)
A structure of composition C42H34N4O4PdTe at a distorted geometry. Source: the Open Molecules 2025 dataset; level of theory: ωB97M-V with the def2-TZVPD basis set.

Structure (ORCA input):
```
! RIJCOSX wB97M-V def2-TZVPD def2/J DEFGRID3
* xyz 0 1
Pd -0.3718 -0.2254 0.6443
O 0.1792 4.6846 -1.5816
C 0.3380 3.9007 -2.6615
C 0.6157 4.5215 -3.8784
C 0.7990 3.7784 -5.0271
C 0.6900 2.3951 -4.9932
C 0.4221 1.7653 -3.7975
C 0.2499 2.4968 -2.6203
C 0.0837 1.7530 -1.3650
O 0.1085 0.4761 -1.3697
N 0.0136 2.4625 -0.2500
N -0.0867 1.7191 0.8502
C 0.3866 2.1436 2.0105
C 0.4994 1.1734 3.0242
C 0.6006 1.4512 4.4031
C 0.6338 0.4204 5.3016
C 0.5506 -0.9019 4.8255
C 0.4838 -1.1207 3.4692
N 0.4888 -0.1294 2.5768
H 0.0778 4.0940 -0.7990
H 0.7018 5.5968 -3.8872
H 1.0388 4.2802 -5.9531
H 0.8311 1.8157 -5.8939
H 0.3587 0.6900 -3.7276
H 0.7298 3.1661 2.1264
H 0.6199 2.4809 4.7211
H 0.7095 0.6189 6.3599
H 0.5671 -1.7353 5.5082
H 0.4430 -2.1247 3.0634
C -1.5326 -5.9331 -3.3951
C -1.1713 -4.8768 -2.3918
C 0.1008 -4.8089 -1.8257
C 0.4078 -3.8605 -0.8671
C 1.7721 -3.6594 -0.3384
O 2.1812 -2.5755 0.0319
C 2.6209 -4.8878 -0.3099
C 3.9189 -4.8733 -0.8096
C 4.6826 -6.0275 -0.7956
C 4.1718 -7.1945 -0.2510
C 2.8922 -7.2055 0.2814
C 2.1146 -6.0635 0.2375
C -0.5800 -2.9248 -0.4252
O -0.3723 -2.2623 0.6418
C -1.8198 -2.8871 -1.1431
C -2.0988 -3.9068 -2.0564
C -2.7186 -1.7667 -1.0265
N -2.3445 -0.6275 -0.5515
C -3.2172 0.5266 -0.5962
C -4.1329 0.5746 0.6155
Te -2.9615 0.3732 2.4481
C -3.6067 -1.6571 2.7376
C -4.8761 -1.9240 3.2299
C -5.2848 -3.2354 3.3999
C -4.4466 -4.2847 3.0561
C -3.1950 -4.0145 2.5291
C -2.7688 -2.7037 2.3964
C -4.1070 -1.9776 -1.5240
C -4.4967 -1.5505 -2.7882
C -5.8055 -1.7176 -3.2011
C -6.7235 -2.3354 -2.3686
C -6.3316 -2.7835 -1.1183
C -5.0298 -2.5959 -0.6864
H -0.6799 -6.5684 -3.6212
H -1.8810 -5.4781 -4.3220
H -2.3430 -6.5517 -3.0090
H 0.8696 -5.4940 -2.1587
H 4.3104 -3.9547 -1.2206
H 5.6809 -6.0145 -1.2099
H 4.7704 -8.0942 -0.2385
H 2.4984 -8.1100 0.7229
H 1.1133 -6.0682 0.6444
H -3.0602 -3.9149 -2.5538
H -3.8198 0.5370 -1.5153
H -2.5816 1.4208 -0.5988
H -4.8481 -0.2468 0.6002
H -4.6763 1.5161 0.6364
H -5.5374 -1.1043 3.4762
H -6.2647 -3.4342 3.8073
H -4.7674 -5.3060 3.1993
H -2.5378 -4.8130 2.2193
H -1.7886 -2.4917 1.9977
H -3.7653 -1.0945 -3.4409
H -6.1138 -1.3561 -4.1702
H -7.7441 -2.4644 -2.6948
H -7.0413 -3.2712 -0.4675
H -4.7204 -2.9208 0.2979
*
```

Computed properties:
- DFT total energy: -69028.0931 eV
- Gap between HOMO and LUMO: 0.2308 hartree

Results of the Löwdin charge analysis, in e, for atoms 1 through 5:
1. Pd 1.004
2. O 0.051
3. C -0.269
4. C -0.017
5. C -0.083

***

(2)
A cluster of 16 separate species, H32O15S in total. Source: the Open Molecules 2025 dataset; level of theory: ωB97M-V with the def2-TZVPD basis set.

Structure (ORCA input):
```
! RIJCOSX wB97M-V def2-TZVPD def2/J DEFGRID3
* xyz 0 1
S 1.8344 2.1510 -0.6350
H 0.5945 1.9746 -0.1994
H 2.2332 0.8681 -0.4626
H -2.1267 -2.2320 0.5583
H -1.7450 -2.2445 -0.9514
O -1.8047 -2.8238 -0.1641
H 0.5117 0.2990 1.9732
H 1.8398 -0.5964 1.8189
O 1.2644 -0.1203 2.4752
H -1.5570 0.3098 1.5540
H -1.0472 1.7697 1.8923
O -0.9733 1.0422 1.2341
H -0.8734 -0.9255 -2.7706
H -2.3907 -1.2698 -2.9855
O -1.7389 -1.0486 -2.3006
H -1.6166 4.0093 -2.7395
H -1.7933 2.4929 -2.3706
O -1.5019 3.1157 -3.0918
H 2.4862 2.6608 3.4429
H 1.6985 1.3163 3.4764
O 1.7670 2.2144 3.9028
H 0.3395 -1.4509 3.2871
H 0.0762 -2.8215 2.6234
O -0.2538 -2.2358 3.3423
H 0.1128 2.7019 3.5197
H -1.0656 3.6991 3.3946
O -0.8412 2.7877 3.2522
H 0.5786 0.4342 -3.8431
H 0.5840 -0.9707 -4.5692
O 0.5565 -0.5653 -3.7089
H 0.5993 -4.5120 0.9759
H -0.2986 -3.2845 0.4949
O 0.5120 -3.5527 1.0265
H 2.5867 -1.5943 -0.3465
H 1.8851 -2.4335 0.7473
O 2.5158 -1.6983 0.6233
H 1.9260 -1.0911 -2.6468
H 3.4848 -1.1194 -2.5293
O 2.6835 -1.4276 -2.1021
H -3.0606 -1.1750 2.6458
H -1.5466 -1.6423 2.6294
O -2.2871 -1.2130 2.0746
H 1.4750 2.4254 -3.6772
H -0.0653 2.4465 -3.8499
O 0.7626 2.0008 -4.1874
H -2.1100 0.5371 -1.4930
H -1.9017 1.3656 -0.2231
O -2.3091 1.4268 -1.1172
*
```

Computed properties:
- Energy relative to the best compared isomer or geometry (same formula, charge and spin): 0.0000 eV
- DFT total energy: -42071.4938 eV
- Gap between HOMO and LUMO: 0.3635 hartree

Results of the natural (NBO) charge analysis, in e, for atoms 1 through 5:
1. S -0.341
2. H 0.169
3. H 0.166
4. H 0.506
5. H 0.504

***

(3)
A structure of composition C2H3N4 at a distorted geometry. Source: the Open Molecules 2025 dataset; level of theory: ωB97M-V with the def2-TZVPD basis set.

Structure (ORCA input):
```
! RIJCOSX wB97M-V def2-TZVPD def2/J DEFGRID3
* xyz 1 1
C 0.3399 1.7665 -0.7901
C 0.7132 0.4906 0.7072
N 0.9940 1.7072 0.2449
N -0.5581 0.8753 -1.1152
N -0.2747 -0.0013 -0.0633
N -0.7239 -1.2891 -0.1711
H 1.2387 -0.1802 1.5345
H -1.6972 -1.3994 -0.3169
H -0.0318 -1.9695 -0.0300
*
```

Computed properties:
- Energy relative to the best compared isomer or geometry (same formula, charge and spin): 2.3958 eV
- DFT total energy: -8069.1915 eV
- Gap between HOMO and LUMO (alpha / beta): 0.2615 / 0.2614 hartree

Results of the natural (NBO) charge analysis, in e, for atoms 1 through 5:
1. C 0.760
2. C 0.220
3. N -0.363
4. N -0.278
5. N 0.035

***

(4)
A structure of composition C14H43O8V at a distorted geometry. Source: the Open Molecules 2025 dataset; level of theory: ωB97M-V with the def2-TZVPD basis set.

Structure (ORCA input):
```
! RIJCOSX wB97M-V def2-TZVPD def2/J DEFGRID3
* xyz 0 5
V -22.3264 0.5048 -15.2763
O -22.4501 -1.0870 -13.8756
H -21.6446 -1.6392 -13.8470
C -18.9852 -2.3997 -11.2259
C -19.7211 -3.4647 -12.1614
O -19.8271 -4.7070 -11.5136
H -19.6414 -1.9875 -10.4594
H -18.7130 -1.5828 -11.8942
H -18.1230 -2.7982 -10.6912
H -19.1288 -3.7362 -13.0352
H -20.6618 -3.0244 -12.4919
H -19.1058 -5.2650 -11.8135
C -23.8188 -4.1852 -14.7972
C -23.8727 -4.1632 -13.3038
O -24.2878 -2.7740 -12.9737
H -23.2065 -3.3438 -15.1214
H -24.8331 -4.2580 -15.1897
H -23.3030 -5.1147 -15.0384
H -22.8846 -4.5290 -13.0245
H -24.5984 -4.8506 -12.8691
H -23.5533 -2.1870 -13.1673
C -20.5585 3.7816 -13.5648
C -21.6088 2.9333 -12.8949
O -21.6044 1.5897 -13.3831
H -20.8629 4.8078 -13.3587
H -20.4236 3.5358 -14.6182
H -19.6293 3.5888 -13.0287
H -22.5944 3.3826 -13.0160
H -21.4132 2.9225 -11.8226
H -21.2775 1.0277 -12.6767
C -22.4518 0.7350 -9.5470
C -22.9212 -0.0762 -10.7763
O -21.7226 -0.4157 -11.4825
H -23.2475 1.1451 -8.9251
H -21.8013 1.5939 -9.7116
H -21.8796 0.0995 -8.8711
H -23.5340 0.5970 -11.3757
H -23.5374 -0.9619 -10.6217
H -21.8992 -1.0331 -12.1961
C -24.6157 -0.8577 -18.1663
C -23.6911 -1.5725 -17.1894
O -22.4792 -0.9652 -16.8502
H -24.2458 -0.5975 -19.1581
H -24.8255 0.0576 -17.6128
H -25.6082 -1.2831 -18.3149
H -23.5054 -2.6048 -17.4860
H -24.4113 -1.8491 -16.4194
H -21.7838 -1.0191 -17.5098
C -25.8000 2.6924 -13.2176
C -25.3260 2.1543 -14.6305
O -24.4419 1.0995 -14.5404
H -26.4052 3.5703 -13.4439
H -24.9340 2.8759 -12.5817
H -26.3602 1.8911 -12.7357
H -24.8458 2.9766 -15.1608
H -26.2304 1.9840 -15.2146
H -24.9166 0.3335 -14.2092
C -19.4652 -1.9254 -15.4901
C -19.1028 -0.4753 -15.3225
O -20.1856 0.3219 -15.8241
H -20.4054 -2.1955 -15.0095
H -18.7984 -2.5746 -14.9226
H -19.3534 -2.4028 -16.4637
H -18.2276 -0.3174 -15.9527
H -18.8574 -0.3502 -14.2678
H -19.7718 1.0205 -16.3363
*
```

Computed properties:
- Energy relative to the best compared isomer or geometry (same formula, charge and spin): 0.8675 eV
- DFT total energy: -57278.6664 eV
- Gap between HOMO and LUMO (alpha / beta): 0.1589 / 0.3508 hartree

Results of the natural (NBO) charge analysis, in e, for atoms 1 through 5:
1. V 0.787
2. O -1.296
3. H 0.415
4. C -0.636
5. C -0.047